[1]
{"formula": "C6H9N", "method": "ωB97M-V with the def2-TZVPD basis set", "species": ["C", "C", "C", "C", "C", "C", "N", "H", "H", "H", "H", "H", "H", "H", "H", "H"], "xyz": [[2.350, -0.279, 0.363], [0.951, -0.149, -0.151], [0.216, -1.068, -0.906], [-1.021, -0.545, -1.330], [-2.135, 0.114, 0.521], [-1.118, 0.703, -0.517], [0.215, 0.946, 0.061], [2.415, -0.014, 1.423], [2.703, -1.305, 0.234], [3.024, 0.383, -0.192], [0.577, -2.068, -1.120], [-1.876, 0.456, 1.522], [-2.144, -0.983, 0.524], [-3.143, 0.430, 0.250], [-1.514, 1.625, -0.953], [0.540, 1.780, 0.527]], "forces_ev_per_angstrom": [[0.011, -0.040, 0.008], [-0.060, 0.151, 0.037], [0.011, -0.147, -0.243], [0.458, -0.034, -0.032], [-0.148, 0.166, 0.281], [-0.263, -0.067, -0.017], [0.052, -0.279, 0.113], [-0.045, -0.024, -0.146], [-0.067, 0.159, 0.011], [-0.127, -0.071, 0.063], [0.118, 0.178, -0.146], [-0.140, 0.148, 0.047], [0.094, 0.340, 0.001], [0.118, 0.018, 0.105], [0.112, -0.293, -0.081], [-0.125, -0.206, -0.001]], "mulliken_charge": [-1.163, 0.589, -0.305, -1.105, -1.226, 0.489, -0.167, 0.328, 0.312, 0.298, 0.358, 0.342, 0.328, 0.326, 0.408, 0.187], "e_lumo_ev": 0.7, "homo_lumo_gap_ev": 8.27, "relative_energy_kcal_mol": 71.4, "fmax_ev_per_a": 0.5}

---

[2]
{"formula": "C6H9N", "method": "ωB97M-V with the def2-TZVPD basis set", "species": ["C", "C", "C", "C", "C", "C", "N", "H", "H", "H", "H", "H", "H", "H", "H", "H"], "xyz": [[1.796, 0.888, 1.062], [2.096, -0.460, 0.591], [1.539, -1.367, 0.017], [0.176, -1.530, -0.520], [-0.859, -0.401, -0.111], [-1.226, 1.030, -0.497], [-1.752, -0.101, -1.215], [2.303, 1.684, 0.516], [1.845, 1.027, 2.141], [0.736, 0.890, 0.755], [-0.288, -2.448, -0.139], [0.188, -1.584, -1.610], [-1.306, -0.609, 0.867], [-0.600, 1.743, -1.033], [-1.928, 1.537, 0.182], [-2.718, -0.299, -1.005]], "forces_ev_per_angstrom": [[0.023, 0.299, 0.147], [-0.469, -0.365, -0.283], [0.006, 0.792, 0.342], [-0.391, 0.164, -0.121], [-0.062, -0.607, -0.025], [0.245, 0.012, -0.046], [-0.526, -0.231, -0.134], [0.183, -0.030, 0.224], [0.259, 0.088, -0.041], [0.418, 0.641, 0.444], [0.025, 0.058, -0.237], [-0.062, -0.017, 0.100], [-0.019, -0.217, -0.298], [0.097, -0.457, -0.091], [0.507, -0.270, 0.009], [-0.235, 0.140, 0.009]], "mulliken_charge": [-0.306, 0.066, -0.388, -0.358, -0.308, -0.233, -0.639, 0.265, 0.277, -0.150, 0.301, 0.331, 0.359, 0.273, 0.264, 0.246], "e_lumo_ev": 0.9, "homo_lumo_gap_ev": 9.89, "relative_energy_kcal_mol": 116.4, "fmax_ev_per_a": 0.9, "smiles": "CC#CC[C@H]1CN1"}